1.
This record from the Open Molecules 2025 dataset describes a structure of composition C27H55BrCaCl2F3N5O9S in a non-equilibrium geometry. The level of theory is ωB97M-V/def2-TZVPD.

Positions of all 104 atoms, in Å:
O  8.90704  -4.34783  1.96860
H  1.32222  -2.50137  2.71221
H  1.07230  -2.04949  -1.27124
H  1.16056  -1.78009  1.13147
O  -7.36255  -0.35112  -1.17878
H  3.39257  0.20083  4.40162
N  -1.53717  2.16593  -0.46244
H  5.75155  -4.19115  -0.55653
H  -0.58742  6.04228  1.46721
F  -6.75785  -1.08194  -3.98713
H  -3.78476  3.75052  0.62291
Br  0.45436  2.93772  -6.25617
H  0.42861  2.78464  -0.67413
C  -3.82934  0.38007  -1.64797
C  -1.18250  4.42149  -4.91752
H  -4.78884  1.13656  -3.48312
C  3.23472  -2.14847  -1.18308
H  5.50563  -3.25800  -3.59830
C  4.59046  -4.72258  -2.31962
O  7.33349  -5.13022  3.67912
C  -6.76841  1.28053  0.40827
C  -2.49161  2.20650  0.55941
H  -7.43402  2.14463  0.45403
F  0.61220  5.14730  -0.39408
O  6.47395  -3.92301  1.71704
N  -9.45088  3.30584  1.95482
C  -3.47994  3.09602  -1.36776
H  3.23593  -3.02124  -0.52381
C  1.92112  -2.09326  -1.95935
H  -1.22816  4.83936  -1.07985
H  5.74790  -5.90868  -0.93208
C  -2.16709  2.34993  -1.77048
H  6.71937  -4.80073  -1.90626
H  -0.13352  3.97921  -4.72806
O  -8.22124  3.39837  2.16048
C  -6.79174  0.62337  -0.96764
H  -5.75004  1.62775  0.64240
H  -0.46850  3.53858  -2.63856
H  -1.48024  4.10441  -5.90903
H  -5.40643  -0.40366  -2.95204
C  1.85385  0.76929  5.80581
H  3.75904  -0.15308  6.09182
H  -7.05557  0.56600  1.17844
H  -2.60760  0.85943  -3.33928
C  -2.50592  0.89486  -2.25081
C  7.44288  -7.17689  2.55874
H  4.47132  -1.24717  -2.68988
H  -4.04235  0.75066  -0.63789
C  4.58486  -3.36283  -3.01583
S  7.55596  -4.73416  2.13600
H  3.76819  -3.34181  -3.74358
H  2.25162  1.75366  6.04886
H  -3.72525  -0.70922  -1.54979
Cl  2.41464  -1.81506  5.12997
H  5.77441  -6.46744  3.74343
H  1.48662  -0.70528  2.50998
C  -0.43084  3.03435  -0.04054
C  -1.32635  2.92494  -2.93810
C  -0.64523  4.56023  -0.20230
H  3.28983  -1.27082  -0.53062
H  -0.62120  -0.35460  0.52666
H  -0.10258  2.85026  0.99080
C  5.77179  -4.91049  -1.37322
C  0.95734  -1.61094  2.19550
C  4.46992  -2.15783  -2.08144
O  -6.05766  1.33647  -1.89773
H  -2.47487  4.69778  -3.25015
Ca  0.46838  5.21066  2.80179
N  -1.27304  0.93566  2.09984
C  6.86622  -6.48020  3.77346
H  8.49481  -7.43110  2.70801
N  -3.55161  2.92580  0.08832
C  2.96703  -0.13682  5.34438
H  -1.67456  4.55904  1.79231
C  -1.18585  -0.39714  1.46143
C  -5.05817  0.58349  -2.57749
H  -2.14162  5.84330  0.68066
Cl  0.62127  1.00404  4.53374
H  -3.44299  4.19462  -1.47571
H  -1.06574  5.50706  -4.81572
H  7.19702  -6.93087  4.70595
H  1.88157  -1.20672  -2.59688
H  -4.37874  2.84312  -1.93545
C  -1.26960  5.27642  1.02361
F  -3.19696  3.17115  -4.43862
C  -2.16621  3.84273  -3.86773
H  6.88932  -8.07243  2.28883
O  7.36364  -6.20276  1.51253
O  -10.03422  4.18832  1.31219
N  -2.40097  1.66105  1.71818
H  1.78582  -2.97375  -2.58841
H  -0.83800  -1.26260  3.44421
C  -0.55579  -1.44809  2.40029
H  -2.21531  -0.72043  1.24945
H  5.36110  -2.09679  -1.45047
H  -1.17936  0.89700  3.10661
H  -1.02326  -2.39829  2.11679
O  -10.07484  2.33192  2.39189
H  -1.71437  0.18092  -1.99810
H  1.35491  0.37544  6.68796
H  3.65486  -4.87611  -1.77349
H  4.62732  -5.50112  -3.08666
H  -3.18002  1.72716  2.36977
H  -0.93062  2.14702  -3.59688

Atoms 1-3, force components in eV/Å:
O 0.051 0.329 -0.016
H 0.056 0.368 0.079
H -0.038 -0.013 -0.065

Frontier orbital gap (eV): 1.37
Net charge: 0
LUMO energy (eV): -5.55

2.
This record from the Open Molecules 2025 dataset describes the molecule C23H30N4O5S in a non-equilibrium geometry. The level of theory is ωB97M-V/def2-TZVPD.

Positions of all 63 atoms, in Å:
H  -1.66515  4.47668  1.40611
C  4.81050  -1.66358  -2.34489
O  2.33892  1.27017  -2.77498
H  -2.73412  0.34906  3.18903
C  -4.62553  -2.11379  -0.44967
H  3.64074  -2.42835  0.01689
H  -4.38918  -1.40548  0.32985
H  2.29908  -0.75401  -0.36509
O  0.91437  -3.38618  -2.94563
C  -1.56114  1.71797  2.00159
C  2.93286  3.00280  -0.56063
H  4.84406  -1.19258  -3.32412
H  5.65708  -2.33965  -2.25785
H  3.49388  4.82038  0.41836
H  -2.18484  3.75703  3.74860
C  -6.13678  -3.64732  -1.49975
C  2.96685  3.88278  0.50754
H  -7.09531  -4.14332  -1.53092
C  2.29885  -1.48588  -2.33763
C  3.47216  -3.12899  -0.79913
C  -0.99789  4.72785  2.22751
O  -2.22413  -0.58467  -0.77390
H  -2.44646  2.32195  1.79258
O  0.82318  0.48678  3.38088
C  2.29559  0.86063  -1.63248
C  -1.15211  3.74057  3.38449
H  -0.08399  -0.75436  -1.47286
C  1.63433  1.45363  0.73749
H  4.25697  -3.87988  -0.75647
H  -3.24981  -3.46541  -3.23828
H  2.51851  -3.62906  -0.64790
N  -0.81624  2.37303  3.06223
H  -1.14169  -0.25945  2.73925
N  2.23509  -0.45924  -1.32632
S  0.76077  1.91684  3.28680
C  -5.19407  -3.90233  -2.48280
C  1.00329  -2.29341  -2.41974
H  2.40348  -0.95661  -3.29575
H  1.11020  0.52123  0.88230
N  -1.31703  -2.28855  -1.90209
C  3.50457  -2.42858  -2.15679
H  2.34304  4.20857  2.55103
H  3.41308  -3.18941  -2.93743
H  4.91307  -0.88730  -1.58881
C  -1.99650  0.31131  2.39194
H  0.02242  4.72784  1.85286
C  1.64876  2.35417  1.78302
O  1.28989  2.69372  4.36876
C  2.28720  1.77381  -0.44964
H  -1.24154  5.72905  2.57347
N  -0.06170  -1.69309  -1.85374
H  -2.42534  -0.17339  1.51909
C  -2.37182  -1.66292  -1.32980
H  3.41550  3.24501  -1.49550
H  -1.30883  -3.20449  -2.33071
H  -0.49142  4.01900  4.20601
C  -3.66591  -2.38064  -1.42316
C  -3.96177  -3.27537  -2.44873
H  -0.96485  1.67855  1.08176
C  2.32222  3.55721  1.69102
C  -5.85219  -2.74901  -0.48447
H  -5.42159  -4.59138  -3.28239
H  -6.58779  -2.54187  0.27801

Atoms 1-3, force components in eV/Å:
H -0.042 0.027 -0.113
C -0.243 -0.115 -0.070
O 0.095 0.154 -0.092

Frontier orbital gap (eV): 9.47
Net charge: 0
LUMO energy (eV): 0.28
SMILES: CCN(CC)S(=O)(=O)c1cccc(C(=O)N[C@H](C(=O)NNC(=O)c2ccccc2)C(C)C)c1